--- one ---
# C4H16O4

A 4-piece molecular cluster, C4H16O4 overall (ωB97M-V/def2-TZVPD, OMol25).

```
24
Properties=species:S:1:pos:R:3
C -0.76 1.67 -0.20
C 0.10 0.41 -0.35
C -0.18 -0.16 -1.74
C -0.26 -1.65 -1.85
O 1.01 0.13 -2.60
H -0.42 2.50 -0.78
H -0.63 2.27 0.72
H -1.86 1.38 -0.43
H 1.18 0.21 -0.12
H -0.51 -0.24 0.30
H -0.98 0.33 -2.26
H -0.68 -2.12 -1.04
H -0.88 -2.09 -2.79
H 0.75 -1.90 -1.95
H 1.42 1.07 -2.30
O 1.06 -2.42 6.11
H 0.87 -3.20 5.50
H 0.66 -1.73 5.57
O 2.12 -1.34 -4.81
H 2.10 -0.56 -4.21
H 2.15 -2.18 -4.44
O -1.96 3.47 4.22
H -1.86 3.60 5.20
H -2.44 2.55 4.26
```

The net charge is 0. The SMILES is CC[C@H](C)O.O.O.O. The orbital gap comes out at 10.6880 eV. The LUMO energy is 0.22 eV. The value obtained for the HOMO energy is -10.5 eV.

Results of the Mulliken charge analysis, in e, for atoms 1 through 2:
1 C -1.103
2 C -0.610



--- two ---
# C4H16O4

A 5-piece molecular cluster, C4H16O4 overall (ωB97M-V/def2-TZVPD, OMol25).

```
24
Properties=species:S:1:pos:R:3
C -1.22 -4.04 1.38
C -1.22 -2.78 0.98
C -1.20 -2.19 -0.34
C -0.30 -1.02 -0.58
H -1.50 -4.52 2.44
H -1.26 -4.74 0.52
H -1.32 -1.97 1.78
H -0.98 -2.88 -1.20
H -2.18 -1.64 -0.56
H -0.13 -0.76 -1.59
H -0.61 -0.35 0.27
H 0.68 -1.31 -0.23
O 2.10 6.81 0.12
H 2.91 6.31 0.11
H 1.38 6.38 0.69
O -0.20 1.15 -7.49
H -0.74 1.43 -6.74
H 0.39 0.62 -6.82
O 1.92 -0.40 4.76
H 2.44 -0.68 5.47
H 1.06 -0.01 5.13
O 0.36 2.20 0.79
H 0.08 2.23 -0.18
H -0.42 2.16 1.31
```

The net charge is 0. The SMILES is C=CCC.O.O.O.O. The orbital gap comes out at 10.0163 eV. The LUMO energy is 0.37 eV. The value obtained for the HOMO energy is -9.6 eV.

Results of the Mulliken charge analysis, in e, for atoms 1 through 2:
1 C -0.640
2 C -0.043



Which is most stable, and by how much? one, by 0.0185 hartree.



--- one ---
# C4H16O4

A 5-piece molecular cluster, C4H16O4 overall (ωB97M-V/def2-TZVPD, OMol25).

```
24
Properties=species:S:1:pos:R:3
C 0.50 0.27 -2.21
C -0.17 0.21 -1.07
C -0.48 -1.06 -0.35
C -1.65 -0.98 0.63
H 0.77 1.23 -2.66
H 0.97 -0.60 -2.67
H -0.53 1.15 -0.65
H -0.68 -1.84 -1.10
H 0.37 -1.46 0.20
H -2.61 -0.79 0.16
H -1.79 -1.93 1.14
H -1.45 -0.19 1.35
O 1.87 -1.36 2.43
H 1.12 -0.95 2.89
H 2.19 -0.66 1.83
O -3.24 -0.08 -2.48
H -2.89 0.41 -1.74
H -2.56 -0.33 -3.11
O 0.11 1.81 1.84
H 1.02 1.59 1.60
H 0.10 2.77 1.94
O 2.59 0.83 0.58
H 3.47 0.50 0.37
H 2.14 0.85 -0.28
```

The net charge is 0. The SMILES is C=CCC.O.O.O.O. The orbital gap comes out at 10.3585 eV. The LUMO energy is 0.32 eV. The value obtained for the HOMO energy is -10.0 eV.

Results of the Mulliken charge analysis, in e, for atoms 1 through 2:
1 C -0.907
2 C -0.312



--- two ---
# C4H16O4

A 5-piece molecular cluster, C4H16O4 overall (ωB97M-V/def2-TZVPD, OMol25).

```
24
Properties=species:S:1:pos:R:3
C -1.25 -2.04 -2.05
C -1.35 -2.65 -0.69
C -0.64 -2.30 0.38
C -0.51 -3.09 1.66
H -0.38 -1.36 -2.05
H -1.01 -2.87 -2.72
H -2.17 -1.58 -2.43
H -2.08 -3.45 -0.60
H -0.12 -1.33 0.37
H -0.52 -2.41 2.52
H 0.45 -3.59 1.56
H -1.28 -3.86 1.58
O 0.20 2.99 -2.28
H 0.10 3.89 -1.96
H -0.48 2.36 -2.01
O 0.79 1.32 0.37
H 1.38 1.98 -0.03
H 0.63 0.80 -0.41
O -1.60 2.51 -0.32
H -1.61 3.47 -0.34
H -1.35 2.21 0.56
O 3.51 1.24 2.83
H 2.98 0.89 2.10
H 4.37 0.79 2.85
```

The net charge is 0. The SMILES is C/C=C/C.O.O.O.O. The orbital gap comes out at 9.4964 eV. The LUMO energy is 0.42 eV. The value obtained for the HOMO energy is -9.1 eV.

Results of the Mulliken charge analysis, in e, for atoms 1 through 2:
1 C -1.029
2 C 0.023



Which is most stable, and by how much? one, by 0.0221 hartree.



--- one ---
# C4H16O4

C4H16O4 as an isolated structure (ωB97M-V/def2-TZVPD, OMol25).

```
24
Properties=species:S:1:pos:R:3
O 0.36 -1.44 -0.60
H 0.46 -2.20 -0.02
H 0.20 -0.71 0.00
O 1.69 -0.89 -2.02
H 1.16 -1.14 -1.27
H 2.16 -0.10 -1.74
C -1.38 0.27 -1.80
C -1.29 1.81 -1.74
O -0.42 2.15 -0.67
H -1.95 -0.16 -0.98
H -0.47 -0.33 -1.81
H -1.98 -0.01 -2.67
H -2.26 2.20 -1.43
H -1.07 2.29 -2.69
H -0.89 1.91 0.13
C 0.90 -0.17 2.94
C 0.41 -1.00 1.77
O -0.08 -0.06 0.86
H 0.19 0.60 3.23
H 1.84 0.29 2.64
H 1.08 -0.81 3.80
H -0.33 -1.76 2.02
H 1.22 -1.48 1.22
H 0.47 0.73 0.83
```

The net charge is 0. The orbital gap comes out at 9.5391 eV. The LUMO energy is 0.39 eV. The value obtained for the HOMO energy is -9.2 eV.

Results of the Mulliken charge analysis, in e, for atoms 1 through 2:
1 O -0.864
2 H 0.292



--- two ---
# C4H16O4

A 5-piece molecular cluster, C4H16O4 overall (ωB97M-V/def2-TZVPD, OMol25).

```
24
Properties=species:S:1:pos:R:3
C -3.36 -1.25 -1.03
C -2.54 -0.24 -1.11
C -1.61 0.10 -2.24
C -0.42 0.95 -1.80
H -3.92 -1.43 -0.12
H -3.67 -1.99 -1.75
H -2.44 0.48 -0.30
H -1.44 -0.84 -2.78
H -2.25 0.63 -2.96
H 0.53 0.71 -2.28
H -0.63 2.02 -1.65
H -0.10 0.73 -0.77
O 4.39 -0.46 4.46
H 4.29 0.12 5.21
H 4.64 0.00 3.66
O 4.73 -1.67 -5.48
H 3.85 -1.64 -5.84
H 4.72 -2.28 -4.74
O -3.01 0.97 5.73
H -3.97 1.03 5.74
H -2.68 1.87 5.69
O 1.60 0.42 1.18
H 1.86 1.34 1.04
H 1.45 0.43 2.14
```

The net charge is 0. The SMILES is C=CCC.O.O.O.O. The orbital gap comes out at 9.8817 eV. The LUMO energy is 0.47 eV. The value obtained for the HOMO energy is -9.4 eV.

Results of the Mulliken charge analysis, in e, for atoms 1 through 2:
1 C -0.857
2 C -0.040



Which is most stable, and by how much? two, by 0.1411 hartree.



--- one ---
# C6H8N

An isolated ion of composition C6H8N and charge +1 (ωB97M-V/def2-TZVPD, OMol25).

```
15
Properties=species:S:1:pos:R:3
C -3.39 0.07 -0.09
C -0.94 -0.21 -0.10
C 0.30 -0.94 0.01
C -2.15 -0.79 0.00
C 1.82 1.18 -0.01
C 1.64 -0.31 0.05
N -4.39 0.61 0.03
H -0.99 0.82 0.05
H 0.36 -1.97 0.18
H -2.50 -1.80 0.24
H 1.13 1.82 0.58
H 1.63 1.49 -1.11
H 2.82 1.53 0.27
H 2.39 -0.56 -0.80
H 2.28 -0.93 0.70
```

The net charge is +1. The orbital gap (alpha / beta) comes out at 8.1740 / 8.1733 eV. The LUMO energy (alpha / beta) is -7.68 / -7.68 eV. The value obtained for the HOMO energy (alpha / beta) is -15.9 / -15.9 eV.

Results of the Mulliken charge analysis, in e, for atoms 1 through 2:
1 C -0.070
2 C -0.203



--- two ---
# C6H8N

An isolated ion of composition C6H8N and charge +1 (ωB97M-V/def2-TZVPD, OMol25).

```
15
Properties=species:S:1:pos:R:3
C 2.52 -1.02 0.08
C 2.03 -1.26 1.25
C 0.78 -1.00 1.20
N -0.05 -0.48 0.49
C -1.44 -0.73 0.22
C -0.90 0.65 0.42
C -1.04 1.53 -0.86
H 3.06 0.06 -0.07
H 2.77 -1.77 -0.69
H -1.96 -1.23 0.92
H -1.65 -1.00 -0.78
H -1.09 1.25 1.35
H -0.36 2.33 -0.88
H -2.03 1.88 -1.05
H -0.64 0.79 -1.60
```

The net charge is +1. The SMILES is C=C=C=[N+]1C[C@@H]1C. The orbital gap comes out at 9.7120 eV. The LUMO energy is -5.16 eV. The value obtained for the HOMO energy is -14.9 eV.

Results of the Mulliken charge analysis, in e, for atoms 1 through 2:
1 C -0.126
2 C -0.051



Which is most stable, and by how much? one, by 0.1119 hartree.